100
Properties=species:S:1:pos:R:3:forces:R:3 method="wB97M-V/def2-TZVPD" total_charge=0 homo_lumo_gap_ev=8.89 max_force_ev_per_a=14.5 e_tot_ha=-2134.882387 homo_energy_ev=-8.73 smiles="NC(N)=O.NC(N)=O.NC(N)=O.NC(N)=O.NC(N)=O.CC(C)O.CC(C)O.CC(C)O.CC(C)O.CO.CO" e_lumo_ev=0.16
C -2.86024 0.30902 2.09402 -1.3285 0.0627 -1.3818
O -3.76045 -0.58298 2.70676 -0.2641 -0.3229 1.0501
H -3.35079 1.22315 1.66524 0.4150 -0.5643 0.8047
H -2.45522 -0.21229 1.24787 0.6859 -0.0019 -0.6166
H -2.10029 0.50623 2.80432 0.7108 0.5911 0.5683
H -4.63212 -0.52445 2.33247 -0.3387 0.1365 -0.3467
C 0.03030 -0.74639 0.01598 0.1036 -0.1364 -1.1041
O -0.73594 0.28580 -0.53701 -0.2891 1.0926 1.9617
H 0.89710 -0.89009 -0.60863 0.7017 -0.2835 -0.0002
H -0.55792 -1.62779 -0.03986 -0.2247 -1.1494 0.1939
H 0.33262 -0.56363 1.03062 -0.0502 0.4227 0.4463
H -0.81528 0.16260 -1.46214 -0.4637 -0.1414 -1.6395
C 3.77576 0.46160 0.46852 -0.2561 -4.8865 -1.0688
O 3.94189 -0.85420 0.11506 -0.1555 5.9924 1.2846
N 4.27510 1.53797 -0.09874 2.1518 1.0728 -2.1969
N 2.96344 0.83903 1.41057 -2.0407 -2.3288 3.5932
H 4.89993 1.22291 -0.83417 0.0474 1.2872 -0.1939
H 3.95709 2.54861 0.07589 0.7948 -2.6077 -0.5146
H 2.54638 0.09016 2.03590 0.7841 1.1796 -1.4269
H 3.14820 1.71660 1.85398 -0.2500 0.5559 0.4356
C -1.45159 1.79815 -3.79214 -6.2572 -2.6774 4.4555
O -2.35162 1.30246 -2.87765 4.5862 3.2127 -4.0678
N -1.00559 1.06464 -4.74615 -0.5866 -4.6134 -1.3669
N -1.02248 3.00229 -3.92883 0.6999 6.5491 1.1313
H -1.49362 0.14065 -4.68203 0.6882 -0.7990 -0.2393
H -0.33357 1.28418 -5.42569 0.3942 0.6768 -1.0499
H -1.63640 3.76905 -3.62201 0.8529 -0.6559 0.1086
H -0.28505 3.26849 -4.59884 -1.0227 -0.4443 0.5688
C 0.49060 2.88187 2.01397 5.7613 0.3355 1.7802
O 1.61052 3.18323 2.65883 -3.9431 -0.4431 -0.8919
N -0.74607 3.00533 2.37672 -1.7747 1.2603 3.8172
N 0.63436 2.25605 0.89579 1.9249 -1.4590 -3.1936
H -0.76680 3.32429 3.33689 -0.8243 0.3965 -0.2006
H -1.52668 3.17555 1.76807 0.2037 -0.0020 0.0886
H 1.54838 1.78463 0.85025 -0.8089 0.5994 -0.5021
H -0.09578 1.70302 0.50235 -0.7397 -0.2273 -0.4602
C 2.25005 -3.42312 -0.90789 -5.1247 -4.7670 -3.4111
O 1.24923 -4.19610 -1.44810 4.1167 3.1592 1.9703
N 2.31254 -3.16189 0.34634 -1.9188 -0.0842 5.2290
N 3.28951 -2.96337 -1.51379 2.8985 1.3833 -5.4303
H 1.63545 -3.64174 0.95006 0.4422 0.6503 -0.6482
H 2.82477 -2.36588 0.71532 0.2701 -0.1289 -0.1891
H 3.43756 -3.05912 -2.57235 -0.8150 0.1006 2.4701
H 3.72794 -2.14165 -1.08433 0.2334 -0.4240 -0.1171
C -1.57230 -2.18309 -3.21323 -3.1246 4.0717 -3.8669
O -2.08702 -1.19060 -4.03791 2.2821 -4.5597 3.1320
N -2.35598 -3.13145 -2.80339 -4.8731 -1.8783 -0.0663
N -0.36439 -2.26594 -2.79143 3.9838 3.1632 -0.9938
H -3.36647 -3.04897 -3.06608 1.6558 -0.0659 0.3452
H -2.15671 -3.74831 -2.03002 0.2092 0.2394 -0.6199
H 0.19236 -1.47391 -3.20261 -0.1960 -1.3865 0.9686
H 0.16593 -3.00093 -2.32303 -0.3876 -0.5896 0.1342
C 2.67392 0.27426 4.45597 1.5924 -0.0840 0.4312
C 1.80054 -0.81242 3.99716 -3.3781 2.3747 11.3993
C 0.30860 -0.40261 3.97886 0.1349 0.2728 0.7541
O 2.01461 -1.22848 2.88830 3.1307 -6.2755 -12.7364
H 2.62983 0.16489 5.50445 0.0721 0.6910 1.4036
H 2.41846 1.23113 4.13922 -0.9171 1.8600 -0.3966
H 3.72915 0.18557 4.18910 0.0078 -0.6086 -0.1392
H 2.06931 -1.67733 4.67966 -0.9417 0.8372 0.6099
H 0.23826 0.45203 3.28591 -0.0820 -0.2607 0.2216
H -0.03279 -0.11232 4.94380 -0.4588 0.5544 0.8527
H -0.36599 -1.19921 3.64864 0.3357 -0.0628 -0.1614
H 1.73530 -2.15621 2.93652 0.2089 0.3442 -1.4091
C 1.57923 1.74374 -1.97297 2.7861 0.2566 0.0074
C 1.85616 0.91117 -3.20988 6.9540 6.1465 2.2156
C 3.16701 0.20503 -3.11536 2.6099 0.7944 0.8771
O 0.98744 0.08271 -3.43139 -8.6109 -6.7758 -2.0451
H 2.29363 2.59675 -1.92819 -0.1206 -0.6718 0.2963
H 1.69166 1.05120 -1.15017 0.1739 0.1837 0.4327
H 0.65412 2.19406 -1.89360 -2.2799 0.6144 -0.2279
H 1.94358 1.55371 -4.07128 0.5070 1.2554 -0.7499
H 3.25415 -0.67307 -2.42775 -0.4944 1.1181 -0.3010
H 3.96052 0.98048 -2.87423 -0.6653 -1.0337 -0.0234
H 3.43410 -0.13498 -4.09063 0.1498 -0.4986 -0.8391
H 0.21360 0.59009 -3.80029 0.0863 -1.5146 0.2733
C -2.63848 3.04564 -0.39338 -1.7226 1.4447 -1.9468
C -2.89244 4.46372 0.10586 -10.1615 -6.2544 -4.0739
C -4.07568 4.26299 1.07499 -1.9939 0.3790 -0.3378
O -2.02777 4.97576 0.77330 11.0949 5.1310 5.5581
H -2.19091 2.43140 0.30549 0.6264 -1.5148 1.3821
H -1.96172 3.20013 -1.19517 0.8085 -0.6413 -1.0544
H -3.60260 2.61984 -0.79398 1.3532 0.1900 0.3177
H -3.13051 5.01380 -0.78209 -0.9604 0.7654 -0.8739
H -4.54274 5.16018 1.46859 0.1270 0.7241 -0.3097
H -3.73102 3.82104 2.02152 0.0574 -0.6260 -0.5491
H -4.93450 3.71972 0.58874 0.9992 0.1502 0.7056
H -1.15872 4.86987 0.31264 -0.5160 0.5114 0.7741
C -1.65596 -4.44875 -0.16386 -2.4085 -1.1966 -0.9565
C -1.08233 -4.55278 1.18835 -0.0945 7.7620 -1.0339
C -1.67628 -3.35547 2.04052 0.8708 0.7930 -2.0894
O -1.29601 -5.62974 1.81127 -1.7402 -7.1434 1.8905
H -2.74758 -4.81394 -0.07299 1.4174 0.4363 -0.3625
H -1.12600 -5.05704 -0.91811 -0.1620 0.2345 0.3708
H -1.71902 -3.40375 -0.48914 0.3562 -0.2800 0.4408
H -0.04930 -4.34279 1.07868 1.5594 0.2843 -0.1528
H -2.75269 -3.29037 2.03228 -0.4258 -0.2357 -0.1503
H -1.28617 -2.41132 1.61262 -0.3659 -0.3235 0.3031
H -1.36549 -3.36184 3.04930 0.4949 -0.3422 1.3578
H -0.86112 -5.58616 2.63897 0.4454 -0.3286 1.3117